C19H19N3ORhS | ωB97M-V/def2-TZVPD

The geometry in ORCA input format:
```
! wB97M-V def2-TZVPD RIJCOSX def2/J DEFGRID3
* xyz 3 1
Rh -0.752 0.215 -1.237
C -1.080 4.548 -1.445
C 0.254 4.890 -1.330
C 1.215 3.882 -1.218
C 0.806 2.569 -1.217
N -0.519 2.243 -1.308
C -1.434 3.206 -1.419
C 1.738 1.414 -1.197
C 3.122 1.429 -1.225
C 3.802 0.216 -1.275
C 3.125 -1.003 -1.326
C 1.744 -0.993 -1.299
N 1.132 0.209 -1.212
C 0.809 -2.140 -1.446
C 1.209 -3.448 -1.590
C 0.241 -4.428 -1.825
C -1.091 -4.066 -1.916
C -1.436 -2.733 -1.742
N -0.513 -1.798 -1.511
H -1.851 5.299 -1.548
H 0.559 5.928 -1.333
H 2.262 4.139 -1.144
H -2.470 2.898 -1.488
H 3.671 2.360 -1.223
H 4.884 0.218 -1.297
H 3.677 -1.928 -1.405
H 2.254 -3.718 -1.543
H 0.538 -5.462 -1.947
H -1.863 -4.796 -2.117
H -2.467 -2.405 -1.795
O -1.306 0.185 0.595
S -0.712 -0.822 1.700
C -0.348 0.266 3.106
C -1.600 0.279 3.980
C -2.169 -1.135 3.918
C -2.230 -1.513 2.439
H -0.042 1.224 2.687
H 0.507 -0.196 3.604
H -2.320 1.007 3.603
H -1.336 0.567 4.996
H -3.171 -1.197 4.342
H -1.537 -1.835 4.467
H -3.034 -0.994 1.912
H -2.267 -2.580 2.229
*
```

Summary:
gap between HOMO and LUMO	6.69	eV
E_HOMO	-18.7	eV

C19H19N6O5PdS2 | ωB97M-V/def2-TZVPD

The geometry in ORCA input format:
```
! wB97M-V def2-TZVPD RIJCOSX def2/J DEFGRID3
* xyz -1 3
Pd -0.921 -1.098 0.086
N -1.392 -0.286 -4.264
C -1.100 -0.888 -3.062
S -2.420 -1.608 -2.194
N 0.138 -0.989 -2.677
N 0.282 -1.540 -1.462
C 1.186 -2.483 -1.190
C 1.001 -3.167 0.008
C 1.815 -4.223 0.492
C 1.450 -4.906 1.613
C 0.272 -4.527 2.296
C -0.463 -3.465 1.814
N -0.139 -2.796 0.713
H -2.344 0.047 -4.316
H -0.702 0.383 -4.576
H 1.944 -2.728 -1.923
H 2.710 -4.462 -0.063
H 2.051 -5.718 1.999
H -0.035 -5.056 3.185
H -1.361 -3.133 2.328
C 3.203 2.675 -3.961
C 2.136 2.599 -2.904
C 1.082 3.503 -2.895
C 0.059 3.370 -1.973
C 0.091 2.345 -1.052
C 1.152 1.461 -1.008
C 2.171 1.595 -1.939
S -1.417 2.052 -0.128
O -1.149 2.175 1.292
O -2.377 3.011 -0.632
O -1.760 0.683 -0.575
H 2.941 3.424 -4.706
H 3.301 1.713 -4.461
H 4.171 2.930 -3.529
H 1.041 4.303 -3.623
H -0.797 4.024 -1.961
H 1.175 0.670 -0.258
H 2.998 0.900 -1.940
C 0.183 1.663 4.084
N -0.885 0.803 3.638
C -2.155 0.958 4.104
C -3.204 0.322 3.557
C -3.003 -0.516 2.380
O -3.881 -1.163 1.824
N -1.715 -0.577 1.934
C -0.689 0.087 2.465
O 0.455 -0.046 1.996
H 0.032 1.928 5.131
H 0.204 2.570 3.473
H 1.128 1.138 3.950
H -2.261 1.602 4.969
H -4.203 0.441 3.941
*
```

Summary:
expectation value of S²	2.0330
gap between HOMO and LUMO (alpha / beta)	5.93 / 6.11	eV
energy relative to the best compared isomer or geometry (same formula, charge and spin)	11.7	kcal/mol
E_HOMO (alpha / beta)	-3.2 / -5.1	eV

no.,E_tot (eV)
1,-40345.2725
2,-64341.4259